[1]
Here is a cluster of 2 separate species, C3H3BrO in total from OMol25. Energies are from ωB97M-V with the def2-TZVPD basis set.

```
! wB97M-V def2-TZVPD RIJCOSX def2/J DEFGRID3
* xyz 0 1
C 0.57 0.72 -0.12
C -0.30 -0.28 -0.44
C 1.43 -0.29 0.30
O 0.63 -1.32 -0.16
Br -3.88 0.33 -0.08
H 0.76 1.74 -0.06
H -1.35 -0.29 -0.40
H 2.14 -0.61 0.96
*
```

Output
Max |F|   2.6 eV/A
LUMO level (alpha / beta)   -0.04 / -3.93 eV
Frontier orbital gap (alpha / beta)   0.344 / 0.143 Ha
Energy above the lowest of the compared OMol25 structures with the same formula, charge and spin   105.6 kcal/mol

=====

[2]
Here is a cluster of 2 separate species, C5H6O in total from OMol25. Energies are from ωB97M-V with the def2-TZVPD basis set.

```
! wB97M-V def2-TZVPD RIJCOSX def2/J DEFGRID3
* xyz 0 1
C 1.63 -0.75 0.06
C -0.86 0.03 0.05
C -1.87 -0.30 -0.93
O -1.91 -0.75 0.44
C -0.17 1.04 0.65
C 0.94 1.47 1.01
H 1.15 -0.84 1.01
H 1.44 -0.01 -0.68
H 2.40 -1.49 -0.17
H -1.65 -1.08 -1.66
H -2.65 0.41 -1.20
H 1.54 2.26 1.42
*
```

Output
Max |F|   0.8 eV/A
LUMO level (alpha / beta)   -0.12 / 0.29 eV
Frontier orbital gap (alpha / beta)   0.306 / 0.308 Ha
Energy above the lowest of the compared OMol25 structures with the same formula, charge and spin   165.0 kcal/mol

=====

[3]
Here is the molecule C4H4O from OMol25. Energies are from ωB97M-V with the def2-TZVPD basis set.

```
! wB97M-V def2-TZVPD RIJCOSX def2/J DEFGRID3
* xyz 0 1
O -0.22 1.20 0.40
C -0.91 0.48 -0.44
C -0.25 -0.76 -0.63
C 1.06 -0.73 0.15
C 0.91 0.49 0.76
H -1.80 0.94 -0.82
H -0.51 -1.47 -1.40
H -0.27 -1.31 0.41
H 1.51 1.08 1.44
*
```

Output
Max |F|   0.5 eV/A
LUMO level   0.34 eV
Frontier orbital gap   0.328 Ha
Energy above the lowest of the compared OMol25 structures with the same formula, charge and spin   89.7 kcal/mol

=====

[4]
Here is a cluster of 2 separate species, C5H12O2 in total from OMol25. Energies are from ωB97M-V with the def2-TZVPD basis set.

```
! wB97M-V def2-TZVPD RIJCOSX def2/J DEFGRID3
* xyz 0 1
C -1.27 -0.49 1.49
O -0.09 -0.36 0.72
C -0.19 0.50 -0.43
C -0.71 1.89 -0.07
C 1.20 0.58 -1.04
C 1.81 -2.66 -0.54
O 0.52 -2.61 -0.68
H -1.52 0.45 2.00
H -1.06 -1.25 2.25
H -2.12 -0.82 0.88
H -0.89 0.03 -1.14
H -0.06 2.37 0.67
H -1.73 1.87 0.31
H -0.71 2.51 -0.98
H 1.92 0.93 -0.29
H 1.20 1.28 -1.88
H 1.54 -0.39 -1.43
H 2.05 -1.91 0.27
H 0.10 -1.92 -0.10
*
```

Output
Max |F|   0.4 eV/A
LUMO level   0.78 eV
Frontier orbital gap   0.332 Ha
Energy above the lowest of the compared OMol25 structures with the same formula, charge and spin   92.2 kcal/mol

=====

[5]
Here is a structure of composition C44H47EuIN6O3 from OMol25. Energies are from ωB97M-V with the def2-TZVPD basis set.

```
! wB97M-V def2-TZVPD RIJCOSX def2/J DEFGRID3
* xyz 1 7
Eu -0.38 0.90 0.00
C 2.33 3.01 -3.20
C 3.04 2.03 -2.30
N 4.19 1.52 -2.65
C 4.90 0.77 -1.83
C 4.55 0.50 -0.54
C 5.34 -0.38 0.39
O 5.74 0.23 1.64
C 3.27 0.95 -0.15
C 2.75 0.84 1.21
N 1.57 0.76 1.70
C 1.55 0.58 3.09
C 2.50 -0.26 3.68
C 2.48 -0.35 5.08
C 1.68 0.43 5.83
C 0.81 1.33 5.26
C 0.75 1.40 3.89
I -0.69 2.61 2.99
C 2.45 1.71 -1.02
O 1.24 2.15 -0.70
H 2.85 3.07 -4.11
H 2.11 4.01 -2.83
H 1.37 2.54 -3.38
H 5.86 0.34 -2.24
H 6.26 -0.67 -0.05
H 4.83 -1.31 0.68
H 6.19 1.02 1.35
H 3.55 0.87 1.98
H 3.10 -0.89 3.06
H 3.16 -1.00 5.49
H 1.66 0.43 6.92
H 0.11 2.00 5.80
C -3.72 1.05 -2.37
C -4.47 1.05 -1.04
C -5.52 1.94 -0.86
C -6.04 2.10 0.39
C -5.48 1.45 1.44
C -4.42 0.54 1.32
C -3.87 -0.19 2.49
C -3.85 0.43 0.03
N -2.65 -0.34 -0.01
C -2.60 -1.65 -0.02
C -3.83 -2.52 -0.20
C -1.32 -2.29 0.26
C -1.07 -3.76 -0.16
N -0.42 -1.61 0.91
C 0.68 -2.29 1.60
C 0.47 -2.57 2.94
C -0.78 -2.12 3.63
C 1.50 -3.32 3.68
C 2.59 -3.79 2.99
C 2.81 -3.44 1.64
C 1.87 -2.71 0.95
C 2.10 -2.41 -0.51
H -3.68 0.07 -2.87
H -2.71 1.30 -2.28
H -4.20 1.76 -3.09
H -5.91 2.35 -1.73
H -6.84 2.83 0.53
H -5.94 1.72 2.40
H -4.01 -1.28 2.47
H -4.30 0.13 3.44
H -2.86 0.01 2.57
H -4.72 -1.88 -0.37
H -3.92 -3.12 0.71
H -3.65 -3.19 -1.09
H -0.41 -3.55 -1.03
H -1.96 -4.34 -0.32
H -0.39 -4.13 0.64
H -0.84 -1.02 3.62
H -0.73 -2.34 4.72
H -1.72 -2.47 3.23
H 1.37 -3.35 4.76
H 3.42 -4.35 3.45
H 3.79 -3.61 1.28
H 3.10 -2.78 -0.78
H 2.19 -1.34 -0.81
H 1.35 -2.88 -1.12
C -0.20 5.14 -0.95
N -1.51 5.15 -0.31
C -1.99 3.95 0.00
N -3.01 3.89 0.92
O -1.43 2.92 -0.33
H 0.55 4.79 -0.28
H 0.09 6.11 -1.27
H -0.25 4.38 -1.71
H -1.89 5.94 0.23
H -3.85 4.54 0.81
H -3.29 2.90 1.06
C -0.19 -0.10 -2.17
C 0.20 -0.48 -3.25
C 0.47 -1.17 -4.41
C -0.56 -1.86 -5.08
C -0.44 -2.25 -6.38
C 0.75 -1.87 -7.05
C 1.83 -1.39 -6.37
C 1.70 -0.98 -5.07
H -1.39 -2.04 -4.45
H -1.16 -2.86 -6.95
H 0.90 -2.20 -8.08
H 2.71 -1.36 -6.91
H 2.42 -0.41 -4.53
*
```

Output
<S²>   12.01
Max |F|   3.5 eV/A
LUMO level (alpha / beta)   -3.48 / -3.43 eV
Frontier orbital gap (alpha / beta)   0.232 / 0.235 Ha

=====

[6]
Here is a cluster of 2 separate species, C2H3NOS2 in total from OMol25. Energies are from ωB97M-V with the def2-TZVPD basis set.

```
! wB97M-V def2-TZVPD RIJCOSX def2/J DEFGRID3
* xyz 0 1
C -2.51 -0.68 1.47
C 1.25 0.88 -1.49
N -1.57 -0.43 0.78
O -3.47 -0.99 1.97
S 2.59 0.50 -0.55
S 2.49 -0.86 0.82
H 0.39 0.16 -1.67
H 1.44 1.70 -2.14
H -0.61 -0.29 0.81
*
```

Output
Max |F|   4.5 eV/A
LUMO level (alpha / beta)   -1.42 / -1.42 eV
Frontier orbital gap (alpha / beta)   0.287 / 0.287 Ha
Energy above the lowest of the compared OMol25 structures with the same formula, charge and spin   39.7 kcal/mol

=====

[7]
Here is a structure of composition C30H47ClNdP2 from OMol25. Energies are from ωB97M-V with the def2-TZVPD basis set.

```
! wB97M-V def2-TZVPD RIJCOSX def2/J DEFGRID3
* xyz 1 4
Nd -0.46 -0.15 0.31
C -0.90 2.23 -1.81
C -1.51 2.40 -0.53
C 0.66 3.18 -0.42
C 0.44 2.69 -1.73
C -0.53 2.99 0.34
C -1.60 1.96 -3.08
H -2.42 1.25 -2.95
H -0.91 1.54 -3.82
H -2.05 2.87 -3.53
C 1.37 2.77 -2.87
H 0.82 2.80 -3.82
H 2.05 1.90 -2.91
H 1.99 3.68 -2.82
C 1.85 3.93 0.04
H 2.32 4.48 -0.79
H 2.62 3.27 0.47
H 1.58 4.66 0.81
C -0.80 3.59 1.66
H -1.38 4.53 1.57
H 0.13 3.84 2.19
H -1.37 2.93 2.32
C -2.96 2.32 -0.21
H -3.40 3.33 -0.10
H -3.16 1.79 0.74
H -3.53 1.81 -1.00
C -0.54 -3.34 -0.29
C -1.96 -3.48 -0.89
C -3.21 -3.48 0.01
C -3.27 -2.62 1.30
C -2.31 -1.37 1.25
C -1.14 -1.43 2.32
C -0.28 -2.72 2.34
C -0.43 -3.73 1.21
H -3.36 -4.54 0.28
H -3.10 -3.22 2.20
H -4.08 -3.23 -0.60
H -1.27 -4.40 1.44
H 0.08 -4.13 -0.78
H -2.03 -4.32 -1.61
H 0.41 -4.43 1.25
H 0.78 -2.50 2.50
H -1.69 -1.45 3.27
H -0.57 -3.26 3.27
H -4.30 -2.24 1.40
H -2.92 -0.46 1.40
P -1.57 -2.20 -2.15
C -0.80 -2.67 -3.66
C -3.05 -1.20 -2.16
P -0.18 0.13 3.16
C -0.16 -2.03 -0.99
C -1.52 0.95 4.09
C 1.01 -0.55 4.38
H 0.15 -2.12 -3.75
H -1.45 -2.40 -4.50
H -0.58 -3.74 -3.67
H -3.46 -0.90 -1.19
H -3.83 -1.82 -2.62
H -2.91 -0.30 -2.74
H 0.79 -1.60 4.62
H 1.00 0.05 5.30
H 2.02 -0.49 3.96
H 0.84 -1.98 -1.49
H -2.06 -1.37 0.15
H -1.12 1.89 4.52
H -1.93 0.31 4.89
H -2.35 1.24 3.41
Cl 5.03 -1.96 0.56
C 5.16 -0.46 -0.23
C 6.38 -0.05 -0.73
C 6.51 1.17 -1.39
C 5.39 1.99 -1.57
C 4.16 1.58 -1.06
C 3.98 0.38 -0.34
C 2.74 0.06 0.27
H 7.24 -0.70 -0.60
H 7.47 1.49 -1.77
H 5.46 2.93 -2.10
H 3.27 2.21 -1.23
H 2.53 -0.96 0.58
H 2.16 0.89 0.70
*
```

Output
<S²>   3.79
Max |F|   8.7 eV/A
LUMO level (alpha / beta)   -3.03 / -2.95 eV
Frontier orbital gap (alpha / beta)   0.160 / 0.168 Ha

=====

[8]
Here is a cluster of 2 separate species, C9H14O2 in total from OMol25. Energies are from ωB97M-V with the def2-TZVPD basis set.

```
! wB97M-V def2-TZVPD RIJCOSX def2/J DEFGRID3
* xyz 0 1
C -2.56 -0.04 -1.12
C -1.22 0.56 1.00
C -1.33 0.48 -0.38
C -0.20 1.22 1.67
C 0.69 1.92 0.87
C -0.27 0.96 -1.11
C 0.59 1.93 -0.57
O 1.47 2.67 1.64
H -1.78 0.00 1.81
H 0.02 0.98 2.70
H -2.37 -0.93 -1.61
H -2.75 0.58 -2.03
H -0.14 0.61 -2.14
H 2.28 3.18 1.37
H 1.19 2.62 -1.28
H -3.37 0.00 -0.45
C 1.50 -1.57 0.39
C 0.22 -2.14 -0.04
O 2.56 -1.99 -0.53
H 1.56 -0.41 0.36
H 2.01 -1.75 1.40
H -0.58 -1.79 0.57
H 2.22 -2.14 -1.41
H 0.44 -3.10 -0.08
H -0.18 -1.85 -1.04
*
```

Output
Max |F|   5.3 eV/A
LUMO level   0.77 eV
SMILES   Cc1ccc(O)cc1.CCO
Frontier orbital gap   0.327 Ha
Energy above the lowest of the compared OMol25 structures with the same formula, charge and spin   78.6 kcal/mol

=====

[9]
Here is the molecule C3H8FP from OMol25. Energies are from ωB97M-V with the def2-TZVPD basis set.

```
! wB97M-V def2-TZVPD RIJCOSX def2/J DEFGRID3
* xyz 0 1
C -2.06 -0.89 0.30
C 2.27 1.14 0.04
C 1.94 -0.33 -0.33
F 2.59 -1.27 0.35
P -0.08 -0.50 -0.18
H -2.25 -1.84 0.52
H -2.61 -0.19 1.00
H -2.65 -0.82 -0.62
H 2.92 1.51 -0.75
H 2.79 1.11 1.05
H 1.42 1.76 0.25
H -0.02 -1.45 -1.18
H -0.26 0.48 -1.14
*
```

Output
Max |F|   4.6 eV/A
LUMO level (alpha / beta)   -0.08 / -0.08 eV
SMILES   C[PH2]=C(C)F
Frontier orbital gap (alpha / beta)   0.277 / 0.277 Ha
Energy above the lowest of the compared OMol25 structures with the same formula, charge and spin   115.3 kcal/mol

=====

[10]
Here is a structure of composition C16H48AsF6N5O4 from OMol25. Energies are from ωB97M-V with the def2-TZVPD basis set.

```
! wB97M-V def2-TZVPD RIJCOSX def2/J DEFGRID3
* xyz 0 1
N -21.78 0.63 -11.71
H -22.56 0.58 -12.35
H -22.10 1.36 -11.08
H -20.89 0.74 -12.16
H -21.74 -0.27 -11.24
As -28.43 -1.10 -10.31
F -29.73 -1.51 -11.52
F -28.07 0.49 -11.05
F -27.08 -0.81 -9.18
F -28.61 -2.73 -9.58
F -27.25 -1.75 -11.53
F -29.59 -0.54 -9.12
C -22.81 -5.37 -7.02
C -21.56 -4.54 -7.38
C -20.23 -5.30 -7.20
O -20.12 -5.71 -5.83
C -18.89 -6.25 -5.55
N -21.73 -4.15 -8.78
H -23.68 -4.72 -7.09
H -22.74 -5.76 -6.01
H -23.02 -6.24 -7.65
H -21.53 -3.61 -6.81
H -19.43 -4.60 -7.44
H -20.16 -6.24 -7.75
H -18.24 -5.42 -5.25
H -18.34 -6.86 -6.27
H -19.01 -6.84 -4.64
H -22.70 -3.87 -8.87
H -21.59 -4.93 -9.40
C -22.26 6.87 -10.22
C -21.17 6.18 -9.38
C -20.68 7.04 -8.20
O -20.40 8.42 -8.56
C -19.38 8.66 -9.49
N -21.83 4.97 -8.92
H -23.01 7.30 -9.56
H -22.78 6.27 -10.97
H -21.84 7.77 -10.66
H -20.36 5.93 -10.06
H -19.76 6.62 -7.79
H -21.44 6.96 -7.42
H -18.41 8.26 -9.16
H -19.23 9.71 -9.74
H -19.57 8.04 -10.37
H -22.78 5.29 -8.77
H -21.53 4.82 -7.96
C -15.55 -1.18 -15.35
C -16.38 -1.44 -14.09
C -15.65 -2.26 -13.04
O -15.51 -3.56 -13.50
C -15.10 -4.46 -12.52
N -16.95 -0.22 -13.56
H -15.26 -2.14 -15.77
H -14.65 -0.57 -15.25
H -16.17 -0.73 -16.12
H -17.27 -2.03 -14.31
H -16.41 -2.22 -12.26
H -14.80 -1.79 -12.56
H -14.17 -4.18 -12.02
H -15.07 -5.50 -12.84
H -15.91 -4.53 -11.78
H -17.09 0.39 -14.36
H -16.23 0.28 -13.05
C -21.86 3.66 -17.16
C -22.61 2.49 -17.84
C -21.65 1.52 -18.58
O -21.12 2.19 -19.72
C -20.30 1.38 -20.56
N -23.21 1.81 -16.69
H -20.97 3.48 -16.57
H -22.57 4.20 -16.54
H -21.52 4.37 -17.91
H -23.29 2.86 -18.61
H -22.24 0.66 -18.89
H -20.91 0.97 -18.00
H -20.10 1.94 -21.48
H -20.76 0.44 -20.84
H -19.32 1.22 -20.10
H -23.91 1.16 -16.99
H -23.84 2.50 -16.30
*
```

Output
Max |F|   2.8 eV/A
LUMO level   -2.03 eV
Frontier orbital gap   0.278 Ha
Energy above the lowest of the compared OMol25 structures with the same formula, charge and spin   124.9 kcal/mol

=====

[11]
Here is the molecule CH3Cl2OPS from OMol25. Energies are from ωB97M-V with the def2-TZVPD basis set.

```
! wB97M-V def2-TZVPD RIJCOSX def2/J DEFGRID3
* xyz 0 1
C 1.58 -0.18 -0.15
O -0.86 0.23 1.50
P -1.55 0.18 0.24
S 0.42 -0.17 -1.47
Cl -2.61 1.80 -0.15
Cl -2.59 -1.47 0.05
H 1.46 -0.89 0.55
H 1.73 0.84 0.19
H 2.42 -0.35 -0.76
*
```

Output
Max |F|   4.2 eV/A
LUMO level   -1.22 eV
SMILES   CSP(=O)(Cl)Cl
Frontier orbital gap   0.295 Ha
Energy above the lowest of the compared OMol25 structures with the same formula, charge and spin   42.7 kcal/mol

=====

[12]
Here is the molecule C21H32N2O4 from OMol25. Energies are from ωB97M-V with the def2-TZVPD basis set.

```
! wB97M-V def2-TZVPD RIJCOSX def2/J DEFGRID3
* xyz 0 1
C -2.84 4.88 -0.26
C -1.68 4.01 -0.73
O -1.86 2.62 -0.51
C -1.96 2.21 0.84
C -0.68 2.42 1.65
H 0.18 2.11 1.05
H -0.56 3.48 1.89
C -0.69 1.63 2.96
N -0.70 0.21 2.69
C -1.04 -0.73 3.59
O -1.44 -0.49 4.71
C -0.91 -2.15 3.04
N -0.19 -2.16 1.79
C 1.27 -2.21 1.91
C 1.83 -1.54 0.65
H 1.58 -0.48 0.66
H 2.92 -1.63 0.64
C 1.32 -2.17 -0.66
C 1.34 -1.10 -1.74
C 0.49 0.00 -1.66
C 0.49 0.99 -2.62
C 1.35 0.91 -3.70
C 2.21 -0.18 -3.79
C 2.21 -1.16 -2.82
H 2.90 -1.98 -2.91
H 2.89 -0.23 -4.63
O 1.43 1.83 -4.71
C 0.57 2.94 -4.67
H 0.79 3.52 -5.56
H 0.75 3.56 -3.78
H -0.48 2.64 -4.68
H -0.20 1.82 -2.49
H -0.19 0.10 -0.82
O 2.22 -3.22 -0.96
H 1.92 -3.67 -1.76
C -0.12 -2.73 -0.53
H -0.84 -1.94 -0.76
C -0.45 -3.26 0.87
H -1.51 -3.54 0.90
C 0.47 -4.41 1.31
H 0.79 -5.01 0.46
H -0.06 -5.06 2.01
C 1.65 -3.70 1.98
H 2.58 -3.89 1.47
H 1.75 -4.01 3.02
H -0.26 -3.52 -1.27
H 1.60 -1.65 2.79
H -0.46 -2.78 3.83
H -1.92 -2.52 2.88
H -0.35 -0.13 1.81
H -1.58 1.87 3.55
H 0.19 1.89 3.55
H -2.81 2.70 1.34
H -2.18 1.14 0.77
H -1.59 4.09 -1.82
H -0.74 4.36 -0.28
H -2.71 5.89 -0.65
H -3.78 4.48 -0.63
H -2.88 4.93 0.83
*
```

Output
Max |F|   0.7 eV/A
LUMO level   0.67 eV
SMILES   CCOCCCNC(=O)CN1[C@@H]2CC[C@H]1C[C@](O)(c1ccc(OC)cc1)C2
Frontier orbital gap   0.332 Ha
Energy above the lowest of the compared OMol25 structures with the same formula, charge and spin   28.4 kcal/mol

=====

> What is the formula in the tenth record?

C16H48AsF6N5O4